Entry 1:
{"formula": "C40H44F12N3O2PdS3Sb", "method": "ωB97M-V/def2-TZVPD", "symbols": ["Pd", "C", "C", "C", "C", "C", "N", "C", "C", "C", "C", "C", "C", "C", "C", "O", "C", "F", "F", "F", "C", "F", "F", "F", "C", "C", "C", "O", "C", "F", "F", "F", "C", "F", "F", "F", "H", "H", "H", "H", "H", "H", "H", "H", "H", "H", "H", "H", "S", "C", "S", "C", "N", "N", "C", "C", "C", "C", "C", "C", "S", "H", "H", "H", "H", "H", "C", "C", "C", "C", "Sb", "C", "C", "C", "C", "C", "C", "C", "C", "H", "H", "H", "H", "H", "H", "H", "H", "H", "H", "H", "H", "H", "H", "H", "H", "H", "H", "H", "H", "H", "H", "H", "H", "H", "H", "H"], "positions_angstrom": [[0.374, -1.301, -0.209], [0.713, -5.069, 6.141], [0.725, -4.046, 5.038], [1.606, -2.966, 5.073], [1.633, -2.055, 4.050], [0.790, -2.175, 2.909], [0.894, -1.259, 1.920], [1.394, -0.003, 2.245], [0.764, 0.686, 3.296], [1.160, 1.946, 3.673], [2.234, 2.562, 3.043], [2.655, 3.958, 3.419], [2.881, 1.875, 2.025], [2.477, 0.613, 1.594], [3.217, -0.092, 0.435], [2.686, -1.222, -0.038], [3.367, 0.936, -0.754], [3.840, 0.314, -1.852], [4.195, 2.000, -0.573], [2.172, 1.461, -1.073], [4.654, -0.450, 0.946], [5.342, -1.166, 0.044], [5.450, 0.608, 1.266], [4.573, -1.198, 2.064], [-0.101, -3.285, 2.870], [-0.110, -4.174, 3.934], [-0.995, -3.553, 1.632], [-1.272, -2.532, 0.830], [-2.389, -4.124, 2.095], [-3.297, -4.048, 1.121], [-2.385, -5.437, 2.485], [-2.878, -3.432, 3.144], [-0.263, -4.726, 0.864], [-1.004, -5.193, -0.159], [0.898, -4.288, 0.360], [0.055, -5.816, 1.613], [0.768, -4.591, 7.121], [1.570, -5.741, 6.053], [-0.193, -5.674, 6.099], [2.277, -2.849, 5.918], [2.335, -1.234, 4.078], [-0.085, 0.207, 3.764], [0.620, 2.469, 4.456], [2.420, 4.169, 4.464], [2.128, 4.692, 2.805], [3.726, 4.100, 3.265], [3.727, 2.351, 1.552], [-0.783, -5.019, 3.914], [-5.568, 5.153, 0.223], [-4.205, 4.256, 0.589], [-4.042, 2.617, 0.058], [-2.409, 2.478, 0.845], [-2.111, 3.611, 1.405], [-3.085, 4.589, 1.282], [-2.775, 5.800, 1.960], [-3.530, 6.968, 1.855], [-3.152, 8.106, 2.554], [-2.027, 8.115, 3.361], [-1.270, 6.956, 3.461], [-1.631, 5.813, 2.773], [-1.487, 1.085, 0.792], [-4.408, 6.990, 1.234], [-3.755, 9.001, 2.457], [-1.739, 9.011, 3.898], [-0.383, 6.937, 4.083], [-1.043, 4.911, 2.841], [0.849, -0.831, -5.988], [1.409, -0.563, -4.593], [2.584, -1.510, -4.346], [1.889, 0.886, -4.549], [-0.005, -0.857, -2.840], [-1.610, 0.642, -3.322], [-2.883, 0.199, -2.611], [-1.111, 1.957, -2.730], [-1.904, 0.819, -4.806], [-0.854, -2.913, -3.258], [0.278, -3.853, -2.843], [-2.038, -3.107, -2.315], [-1.290, -3.251, -4.680], [1.675, -0.749, -6.710], [0.091, -0.109, -6.276], [0.427, -1.826, -6.085], [3.437, -1.212, -4.972], [2.318, -2.533, -4.618], [2.914, -1.505, -3.305], [2.668, 1.037, -5.309], [2.312, 1.153, -3.583], [1.074, 1.578, -4.767], [-2.694, -0.076, -1.570], [-3.348, -0.645, -3.121], [-3.603, 1.027, -2.611], [-0.884, 1.850, -1.668], [-1.885, 2.729, -2.832], [-0.209, 2.310, -3.237], [-2.127, -0.131, -5.296], [-1.074, 1.299, -5.324], [-2.781, 1.471, -4.923], [0.683, -3.572, -1.871], [1.097, -3.841, -3.564], [-0.095, -4.881, -2.771], [-1.820, -2.792, -1.290], [-2.294, -4.174, -2.268], [-2.921, -2.572, -2.664], [-0.435, -3.363, -5.347], [-1.970, -2.504, -5.098], [-1.816, -4.216, -4.668]], "homo_ev": [-2.133, -2.250], "de_lowest_kcal_mol": 12.10, "largest_force_ev_per_a": 0.9, "energy_ha": -4626.55030, "charge": -2, "spin_multiplicity": 3}


Entry 2:
{"formula": "C40H44LaN6P2S6", "method": "ωB97M-V/def2-TZVPD", "symbols": ["La", "S", "C", "N", "C", "C", "C", "C", "C", "C", "S", "H", "H", "H", "H", "C", "P", "C", "N", "C", "C", "C", "C", "C", "C", "N", "C", "P", "C", "C", "C", "C", "C", "C", "C", "C", "C", "H", "H", "H", "H", "H", "H", "H", "H", "H", "H", "H", "H", "H", "H", "H", "H", "H", "H", "H", "H", "H", "H", "H", "H", "H", "H", "H", "H", "C", "C", "N", "C", "C", "S", "C", "C", "S", "C", "N", "C", "H", "H", "H", "H", "H", "H", "H", "H", "S", "C", "N", "C", "C", "C", "C", "C", "C", "S", "H", "H", "H", "H"], "positions_angstrom": [[0.239, -0.375, 0.230], [-0.573, 0.442, -2.435], [1.070, -0.045, -2.626], [1.741, -0.606, -1.647], [3.059, -0.896, -1.994], [4.016, -1.467, -1.159], [5.284, -1.689, -1.664], [5.603, -1.350, -2.983], [4.660, -0.775, -3.817], [3.386, -0.551, -3.307], [1.997, 0.158, -4.081], [3.767, -1.703, -0.131], [6.045, -2.124, -1.028], [6.604, -1.529, -3.357], [4.912, -0.503, -4.834], [-1.010, 3.653, -0.044], [-1.365, 2.061, 0.754], [-2.987, 1.649, -0.083], [-3.594, 2.657, -0.666], [-4.647, 2.412, -1.484], [-5.316, 3.490, -2.114], [-6.342, 3.229, -2.972], [-6.741, 1.893, -3.243], [-6.115, 0.842, -2.643], [-5.055, 1.089, -1.740], [-4.452, 0.054, -1.106], [-3.468, 0.305, -0.280], [-2.822, -1.138, 0.696], [-3.007, -2.511, -0.496], [-4.252, -1.436, 1.897], [-4.772, -0.128, 2.496], [-5.415, -2.143, 1.196], [-3.691, -2.328, 3.010], [-1.711, 2.543, 2.531], [-1.591, 1.289, 3.405], [-3.070, 3.225, 2.689], [-0.589, 3.500, 2.956], [-1.805, 4.369, 0.155], [-0.938, 3.498, -1.118], [-0.052, 4.022, 0.316], [-4.987, 4.499, -1.897], [-6.862, 4.045, -3.459], [-7.555, 1.713, -3.934], [-6.411, -0.182, -2.832], [-3.902, -2.372, -1.097], [-3.061, -3.453, 0.053], [-2.131, -2.552, -1.133], [-5.164, 0.548, 1.733], [-4.018, 0.401, 3.079], [-5.596, -0.367, 3.174], [-5.748, -1.598, 0.311], [-6.255, -2.195, 1.895], [-5.167, -3.164, 0.906], [-2.867, -1.840, 3.540], [-3.328, -3.282, 2.616], [-4.477, -2.549, 3.739], [-2.164, 0.442, 3.023], [-1.940, 1.498, 4.421], [-0.543, 0.988, 3.466], [-3.894, 2.603, 2.337], [-3.105, 4.167, 2.137], [-3.245, 3.452, 3.746], [0.401, 3.098, 2.717], [-0.636, 3.635, 4.041], [-0.693, 4.482, 2.497], [0.666, -1.527, 4.091], [1.026, -2.601, 3.114], [0.874, -2.534, 1.813], [1.258, -3.714, 1.199], [1.700, -4.670, 2.052], [1.638, -4.097, 3.653], [1.168, -3.874, -0.260], [1.809, -4.845, -0.951], [1.357, -4.780, -2.585], [0.341, -3.433, -2.272], [0.347, -3.048, -1.020], [-0.417, -2.828, -3.412], [1.047, -0.562, 3.763], [1.082, -1.739, 5.075], [-0.420, -1.459, 4.190], [2.029, -5.672, 1.820], [2.519, -5.572, -0.584], [-0.956, -3.607, -3.953], [0.264, -2.344, -4.114], [-1.116, -2.077, -3.066], [2.308, 0.689, 1.898], [2.540, 1.834, 0.622], [1.703, 1.967, -0.367], [2.150, 2.936, -1.279], [1.517, 3.342, -2.455], [2.106, 4.320, -3.236], [3.320, 4.907, -2.869], [3.961, 4.519, -1.709], [3.366, 3.534, -0.927], [3.939, 2.859, 0.563], [0.584, 2.883, -2.753], [1.617, 4.633, -4.151], [3.764, 5.669, -3.497], [4.902, 4.965, -1.416]], "homo_ev": -10.052, "de_lowest_kcal_mol": 0.00, "largest_force_ev_per_a": 1.2, "energy_ha": -4982.70039, "charge": 1}


Entry 3:
{"formula": "C40H44N4OPTi", "method": "ωB97M-V/def2-TZVPD", "symbols": ["Ti", "C", "N", "C", "C", "C", "C", "C", "C", "C", "N", "C", "C", "C", "C", "C", "C", "N", "C", "C", "H", "H", "H", "H", "H", "H", "H", "H", "H", "H", "H", "H", "H", "H", "H", "H", "H", "H", "H", "H", "C", "C", "C", "C", "C", "O", "C", "N", "C", "C", "C", "C", "C", "C", "P", "C", "C", "C", "C", "C", "C", "C", "C", "C", "C", "C", "C", "H", "H", "H", "H", "H", "H", "H", "H", "H", "H", "H", "H", "H", "H", "H", "H", "H", "H", "H", "H", "H", "H", "H", "H"], "positions_angstrom": [[-0.067, -0.135, -0.080], [0.575, 1.591, -2.411], [1.268, 1.256, -1.141], [1.501, 2.497, -0.371], [2.530, 0.577, -1.459], [3.620, 1.258, -1.968], [4.753, 0.555, -2.348], [4.753, -0.827, -2.244], [3.662, -1.508, -1.722], [2.538, -0.809, -1.280], [1.374, -1.338, -0.682], [1.126, -2.730, -0.591], [2.043, -3.749, -0.335], [1.612, -5.064, -0.225], [0.271, -5.391, -0.348], [-0.660, -4.381, -0.539], [-0.224, -3.074, -0.636], [-1.141, -1.942, -0.740], [-1.509, -1.737, -2.162], [-2.341, -2.114, 0.115], [1.205, 2.228, -3.034], [-0.349, 2.127, -2.192], [0.367, 0.673, -2.964], [2.060, 3.226, -0.958], [2.072, 2.260, 0.526], [0.547, 2.942, -0.105], [3.591, 2.332, -2.099], [5.610, 1.079, -2.746], [5.612, -1.394, -2.574], [3.695, -2.583, -1.696], [3.086, -3.529, -0.175], [2.340, -5.840, -0.029], [-0.053, -6.419, -0.272], [-1.716, -4.615, -0.597], [-2.044, -2.608, -2.546], [-0.598, -1.609, -2.748], [-2.152, -0.863, -2.259], [-3.177, -2.536, -0.446], [-2.667, -1.148, 0.508], [-2.106, -2.768, 0.951], [0.329, -2.192, 2.858], [1.513, -1.292, 3.193], [2.850, -1.958, 2.882], [1.478, 0.101, 2.509], [1.574, 1.239, 3.509], [0.170, 1.463, 3.834], [-0.537, 1.047, 2.801], [0.140, 0.406, 1.891], [-1.985, 1.336, 2.885], [-2.491, 1.453, 4.182], [-3.820, 1.777, 4.392], [-4.639, 2.046, 3.308], [-4.138, 1.955, 2.019], [-2.826, 1.558, 1.779], [-2.193, 1.609, 0.062], [-2.084, 3.428, -0.142], [-1.348, 4.123, 0.824], [-1.236, 5.500, 0.773], [-1.861, 6.207, -0.247], [-2.604, 5.530, -1.198], [-2.721, 4.146, -1.148], [-3.530, 1.051, -1.043], [-4.628, 0.300, -0.629], [-5.539, -0.184, -1.558], [-5.366, 0.073, -2.909], [-4.266, 0.804, -3.337], [-3.350, 1.277, -2.412], [0.496, -3.183, 3.279], [0.191, -2.325, 1.782], [-0.607, -1.813, 3.274], [1.468, -1.112, 4.272], [2.925, -2.172, 1.814], [2.956, -2.895, 3.427], [3.690, -1.318, 3.158], [2.249, 0.162, 1.738], [1.957, 2.173, 3.096], [2.094, 0.989, 4.429], [-1.836, 1.290, 5.026], [-4.204, 1.848, 5.400], [-5.667, 2.344, 3.464], [-4.776, 2.219, 1.187], [-0.874, 3.592, 1.643], [-0.673, 6.024, 1.533], [-1.780, 7.285, -0.287], [-3.111, 6.076, -1.982], [-3.338, 3.649, -1.882], [-4.782, 0.078, 0.419], [-6.391, -0.758, -1.220], [-6.084, -0.298, -3.627], [-4.119, 1.003, -4.390], [-2.484, 1.824, -2.768]], "homo_ev": [-12.750, -12.762], "de_lowest_kcal_mol": 0.00, "largest_force_ev_per_a": 0.5, "energy_ha": -3035.32022, "charge": 2, "spin_multiplicity": 2}


Entry 4:
{"formula": "C40H45F3IN7PS2Ti", "method": "ωB97M-V/def2-TZVPD", "symbols": ["Ti", "F", "C", "F", "F", "C", "C", "C", "C", "N", "C", "S", "H", "H", "H", "C", "N", "C", "C", "C", "N", "C", "C", "H", "H", "H", "H", "H", "H", "H", "H", "H", "H", "H", "H", "H", "H", "H", "H", "I", "C", "C", "C", "C", "C", "C", "C", "C", "C", "P", "C", "C", "C", "C", "C", "C", "C", "C", "C", "C", "C", "C", "C", "H", "H", "H", "H", "H", "H", "H", "H", "H", "H", "H", "H", "H", "H", "H", "H", "N", "N", "H", "H", "H", "H", "N", "C", "S", "C", "C", "C", "N", "C", "C", "H", "H", "H", "H", "H", "H"], "positions_angstrom": [[0.228, -0.837, 0.461], [0.013, 1.804, 4.732], [1.135, 2.507, 4.491], [0.830, 3.388, 3.526], [1.430, 3.187, 5.589], [2.259, 1.587, 4.060], [3.445, 1.533, 4.774], [4.447, 0.671, 4.355], [4.212, -0.116, 3.244], [3.068, -0.086, 2.552], [2.127, 0.758, 2.947], [0.624, 0.849, 2.012], [3.579, 2.161, 5.642], [5.386, 0.611, 4.882], [4.968, -0.801, 2.888], [-1.704, -2.738, 2.407], [-0.273, -2.382, 2.189], [0.205, -1.889, 3.514], [0.356, -3.719, 1.921], [1.860, -3.748, 1.779], [2.302, -3.245, 0.473], [2.136, -4.303, -0.539], [3.747, -2.983, 0.556], [-1.765, -3.445, 3.240], [-2.117, -3.223, 1.526], [-2.285, -1.858, 2.668], [0.114, -2.694, 4.247], [-0.411, -1.049, 3.831], [1.244, -1.566, 3.469], [-0.114, -4.100, 1.011], [0.058, -4.387, 2.736], [2.207, -4.779, 1.934], [2.335, -3.141, 2.549], [2.829, -5.131, -0.350], [2.360, -3.921, -1.537], [1.133, -4.726, -0.516], [4.275, -3.881, 0.899], [3.933, -2.173, 1.254], [4.139, -2.716, -0.422], [2.741, 0.109, -0.542], [2.767, 0.403, -2.623], [3.837, -0.177, -3.250], [4.168, 0.204, -4.566], [3.451, 1.194, -5.168], [2.345, 1.805, -4.524], [1.656, 2.858, -5.167], [0.593, 3.468, -4.565], [0.135, 2.988, -3.330], [0.761, 1.951, -2.669], [-0.268, 1.347, -1.257], [-1.737, 0.861, -2.253], [-1.459, 0.214, -3.470], [-2.477, -0.251, -4.286], [-3.802, -0.051, -3.923], [-4.092, 0.598, -2.736], [-3.073, 1.031, -1.899], [-0.457, 2.878, -0.298], [0.753, 3.519, -0.008], [0.771, 4.701, 0.705], [-0.420, 5.268, 1.140], [-1.623, 4.645, 0.853], [-1.647, 3.454, 0.139], [1.936, 1.376, -3.227], [4.461, -0.893, -2.733], [5.009, -0.257, -5.060], [3.720, 1.541, -6.156], [1.998, 3.179, -6.141], [0.079, 4.289, -5.044], [-0.760, 3.433, -2.910], [-0.438, 0.142, -3.832], [-2.237, -0.726, -5.226], [-4.599, -0.384, -4.571], [-5.122, 0.767, -2.454], [-3.344, 1.495, -0.965], [1.692, 3.104, -0.362], [1.712, 5.187, 0.912], [-0.410, 6.199, 1.687], [-2.553, 5.093, 1.171], [-2.605, 3.015, -0.078], [-0.662, -2.987, -1.785], [0.249, -1.866, -1.589], [-0.150, -3.854, -1.628], [-0.978, -3.000, -2.755], [-0.077, -1.127, -2.229], [1.202, -2.106, -1.901], [-6.688, 0.619, 1.610], [-6.053, -0.531, 1.355], [-6.719, -2.020, 1.458], [-4.602, -0.427, 1.025], [-3.752, 0.491, 1.643], [-2.396, 0.449, 1.401], [-1.827, -0.456, 0.574], [-2.663, -1.291, -0.086], [-4.023, -1.310, 0.117], [-7.661, 0.587, 1.878], [-6.267, 1.524, 1.479], [-4.119, 1.205, 2.367], [-1.743, 1.139, 1.918], [-2.206, -2.003, -0.766], [-4.636, -2.035, -0.398]], "homo_ev": -15.046, "de_lowest_kcal_mol": 13.37, "largest_force_ev_per_a": 0.9, "energy_ha": -4518.16697, "charge": 3}